2 unconnected molecules or ions with the total composition C23H37F3N2O7S, computed with ωB97M-V with the def2-TZVPD basis set.

Bonds (Å) are listed after each position.
Positions of all 73 atoms, in Å:
1 C -4.65434 1.06589 -2.56272  O2 1.485, H28 1.187, H29 1.193, H30 1.192
2 O -5.06366 -0.15387 -3.30461  C1 1.485, C3 1.482
3 C -4.07925 -0.38413 -4.38833  O2 1.482, C4 1.645, H31 1.186, H32 1.184
4 C -2.78188 -1.18002 -3.76524  C3 1.645, C5 1.646, H33 1.187, H34 1.186
5 C -2.12846 -2.24820 -4.83400  C4 1.646, C6 1.644, H35 1.170, H36 1.189
6 C -0.88145 -3.13500 -4.23339  C5 1.644, C7 1.640, H37 1.187, H38 1.176
7 C -1.32643 -4.39253 -3.27910  C6 1.640, C8 1.672, H39 1.171, H40 1.185
8 C -0.54667 -4.27562 -1.80501  C7 1.672, C9 1.654, H41 1.187, H42 1.185
9 C -1.32243 -3.06251 -0.99189  C8 1.654, C10 1.640, H43 1.183, H44 1.173
10 C -0.56014 -2.77787 0.43190  C9 1.640, C11 1.654, H45 1.188, H46 1.171
11 C -0.83980 -1.19986 0.83911  C10 1.654, C12 1.641, H47 1.194, H48 1.179
12 C 0.55312 -0.60719 1.47299  C11 1.641, C13 1.646, H49 1.193, H50 1.186
13 C 1.05027 0.77299 0.72598  C12 1.646, C14 1.641, H51 1.193, H52 1.178
14 C 1.97762 0.48881 -0.59713  C13 1.641, N15 1.544, O16 1.501, C21 1.634
15 N 3.23697 -0.28366 -0.14958  C14 1.544, H53 1.062, H54 1.063
16 O 1.36231 -0.54392 -1.49664  C14 1.501, S17 1.739
17 S 1.82665 -0.17894 -3.13274  O16 1.739, O18 1.578, O19 1.547, O20 1.740
18 O 0.63555 0.35118 -4.02221  S17 1.578
19 O 2.36915 -1.32686 -4.01650  S17 1.547
20 O 2.84607 1.20284 -2.85419  S17 1.740, C21 1.469
21 C 2.22242 1.72942 -1.63231  C14 1.634, O20 1.469, C22 1.675, H55 1.184
22 C 2.76078 3.19650 -1.03026  C21 1.675, C23 1.599, N27 1.488
23 C 3.50725 3.11962 0.38148  C22 1.599, C24 1.629, H56 1.174
24 C 4.02912 4.48896 1.09376  C23 1.629, C25 1.630, H57 1.170
25 C 3.67317 5.77847 0.16310  C24 1.630, C26 1.604, H58 1.178
26 C 2.94372 5.55827 -1.24781  C25 1.604, N27 1.489, H59 1.196
27 N 2.44390 4.33476 -1.93459  C22 1.488, C26 1.489
28 H -4.84181 0.84060 -1.41231  C1 1.187
29 H -5.34720 2.00391 -2.81477  C1 1.193
30 H -3.50402 1.33340 -2.72592  C1 1.192
31 H -3.67494 0.62270 -4.86832  C3 1.186
32 H -4.56979 -1.07651 -5.21390  C3 1.184
33 H -1.97066 -0.42609 -3.33789  C4 1.187
34 H -3.17384 -1.81078 -2.84044  C4 1.186
35 H -3.00878 -2.88845 -5.26396  C5 1.170
36 H -1.68858 -1.62156 -5.74382  C5 1.189
37 H -0.19225 -3.57088 -5.09554  C6 1.187
38 H -0.19501 -2.43472 -3.58501  C6 1.176
39 H -2.47784 -4.38959 -3.06344  C7 1.171
40 H -1.05262 -5.40058 -3.83845  C7 1.185
41 H -0.57231 -5.30458 -1.21333  C8 1.187
42 H 0.59660 -4.04490 -2.01482  C8 1.185
43 H -1.18432 -2.09032 -1.65167  C9 1.183
44 H -2.44373 -3.36183 -0.82262  C9 1.173
45 H 0.59894 -2.94928 0.23534  C10 1.188
46 H -0.93874 -3.44335 1.31857  C10 1.171
47 H -1.70962 -1.08648 1.64844  C11 1.194
48 H -1.12375 -0.52505 -0.08496  C11 1.179
49 H 0.31860 -0.29754 2.60089  C12 1.193
50 H 1.43602 -1.39752 1.51945  C12 1.186
51 H 0.13498 1.44142 0.35296  C13 1.193
52 H 1.61291 1.41951 1.53375  C13 1.178
53 H 3.98011 -0.22824 -0.90662  N15 1.062
54 H 2.92045 -1.29783 -0.17277  N15 1.063
55 H 1.14995 2.04814 -2.01819  C21 1.184
56 H 3.68272 2.08805 0.91481  C23 1.174
57 H 4.56967 4.57143 2.12858  C24 1.170
58 H 3.95423 6.86252 0.52874  C25 1.178
59 H 2.75852 6.55756 -1.87889  C26 1.196
60 C -0.87579 0.08274 8.27868  C61 1.517, H69 1.095, H70 1.094, H71 1.095
61 C 0.33727 0.98404 8.14230  C60 1.517, O62 1.436, H72 1.095, H73 1.096
62 O 0.91353 0.85871 6.83271  C61 1.436, C63 1.372
63 C 0.31933 1.59294 5.83797  O62 1.372, O64 1.228, C65 1.527
64 O -0.65430 2.32038 6.01397  C63 1.228
65 C 1.06090 1.40493 4.51630  C63 1.527, F66 1.365, F67 1.364, F68 1.363
66 F 1.36794 0.09884 4.26272  C65 1.365
67 F 2.24360 2.08422 4.49118  C65 1.364
68 F 0.34954 1.83989 3.43804  C65 1.363
69 H -0.61675 -0.95142 8.03047  C60 1.095
70 H -1.26933 0.11509 9.29841  C60 1.094
71 H -1.67156 0.38499 7.59066  C60 1.095
72 H 1.10563 0.67476 8.85870  C61 1.095
73 H 0.09255 2.02916 8.36393  C61 1.096

Results
E_HOMO = -9.269 eV
Energy = -2232.016444 a.u.

Atomic partial charges in e from the Löwdin method, atoms 1 to 5: number 1, C, carries -0.131; number 2, O, carries -0.264; number 3, C, carries -0.221; number 4, C, carries -0.192; number 5, C, carries -0.204